ORCA calculation (ωB97M-V with the def2-TZVPD basis set) on a cluster of 3 separate species, C18H46B2N2O4 in total in a non-equilibrium geometry.

Structure (XYZ):
```
72
Properties=species:S:1:pos:R:3:lowdin_charge:R:1
C 2.347 1.326 -2.499 -0.073
N 2.094 0.373 -1.420 -0.076
C 2.995 0.569 -0.279 -0.073
B 1.799 -0.974 -1.819 -0.556
O 2.061 -1.375 -3.114 0.147
C 1.089 -2.010 -0.811 -0.264
N 1.856 -2.249 0.429 0.036
C -0.325 -1.510 -0.535 -0.192
O -0.916 -1.240 -1.797 -0.146
C -2.331 -1.227 -1.825 -0.212
C -2.832 -0.053 -2.691 -0.037
B -3.789 0.953 -1.937 -0.621
O -3.537 2.315 -1.902 0.146
O -4.957 0.509 -1.344 0.151
H 3.418 1.486 -2.664 0.085
H 1.908 0.964 -3.425 0.081
H 1.890 2.293 -2.267 0.087
H 3.359 -0.376 0.117 0.062
H 3.861 1.160 -0.586 0.075
H 2.517 1.116 0.543 0.085
H 1.362 -1.930 -3.480 0.106
H 1.015 -2.980 -1.312 0.138
H 1.524 -3.092 0.883 0.070
H 1.706 -1.494 1.089 0.064
H -0.914 -2.256 0.014 0.128
H -0.268 -0.580 0.049 0.132
H -2.713 -1.167 -0.796 0.111
H -2.695 -2.179 -2.226 0.127
H -3.396 -0.457 -3.539 0.111
H -1.965 0.472 -3.092 0.111
H -3.200 2.628 -1.057 0.105
H -4.857 -0.327 -0.872 0.088
C -10.215 1.737 3.038 -0.112
C -9.248 0.726 3.646 -0.272
C -7.794 1.195 3.643 -0.230
C -7.207 1.455 2.253 -0.225
C -7.257 0.262 1.301 -0.266
C -6.458 -0.942 1.791 -0.113
H -9.992 1.927 1.987 0.065
H -11.244 1.380 3.095 0.068
H -10.163 2.691 3.568 0.075
H -9.335 -0.226 3.116 0.097
H -9.544 0.525 4.679 0.103
H -7.181 0.455 4.167 0.100
H -7.717 2.116 4.230 0.109
H -6.165 1.771 2.370 0.109
H -7.724 2.298 1.789 0.102
H -6.864 0.579 0.333 0.086
H -8.294 -0.035 1.125 0.101
H -5.411 -0.673 1.954 0.072
H -6.488 -1.757 1.064 0.068
H -6.846 -1.337 2.731 0.065
C 9.345 1.930 0.050 -0.113
C 9.390 0.449 0.413 -0.272
C 9.217 -0.479 -0.789 -0.230
C 7.882 -0.334 -1.523 -0.227
C 6.646 -0.550 -0.652 -0.274
C 6.558 -1.947 -0.047 -0.104
H 8.380 2.212 -0.375 0.064
H 9.510 2.555 0.929 0.068
H 10.117 2.175 -0.683 0.074
H 8.625 0.234 1.164 0.097
H 10.350 0.226 0.887 0.103
H 9.342 -1.513 -0.458 0.100
H 10.027 -0.291 -1.501 0.108
H 7.861 -1.051 -2.350 0.110
H 7.824 0.656 -1.984 0.101
H 5.757 -0.377 -1.265 0.092
H 6.614 0.197 0.148 0.099
H 6.562 -2.709 -0.830 0.077
H 5.640 -2.069 0.529 0.063
H 7.395 -2.151 0.623 0.065
```

Calculated values
DFT total energy ... -1173.7430 Eh
LUMO level ... 0.334 eV
Multiplicity ... 1
Strongest force on any atom ... 1.324 eV/A
Kohn-Sham gap ... 9.2 eV

=====

ORCA calculation (ωB97M-V with the def2-TZVPD basis set) on a cluster of 3 separate species, C18H46ClO10P4 in total in a non-equilibrium geometry.

Structure (XYZ):
```
79
Properties=species:S:1:pos:R:3:lowdin_charge:R:1
C 3.138 1.326 -1.609 -0.307
P 2.534 -0.163 -0.517 0.738
O 2.647 -1.663 -1.395 -0.388
P 0.435 0.362 -0.065 0.827
C -0.282 -0.635 1.425 -0.282
C 0.123 0.247 2.783 -0.259
O 0.849 -0.574 3.787 -0.120
C -0.713 0.132 -1.617 -0.330
C -0.955 1.641 -2.268 -0.299
C -2.328 1.546 -3.167 -0.545
Cl -2.032 0.976 -4.932 0.452
H 3.323 1.007 -2.727 0.078
H 4.092 1.793 -1.115 0.065
H 2.286 2.160 -1.651 0.043
H 2.464 -2.456 -0.783 0.075
H 0.481 1.776 0.330 0.051
H 0.084 -1.745 1.476 0.111
H -1.446 -0.624 1.290 0.104
H 0.879 1.103 2.443 0.097
H -0.809 0.814 3.235 0.144
H 1.073 -1.479 3.413 0.101
H -0.205 -0.565 -2.420 0.114
H -1.742 -0.287 -1.213 0.100
H -0.003 1.994 -2.889 0.122
H -1.117 2.374 -1.345 0.100
H -2.917 2.580 -3.114 0.109
H -3.023 0.736 -2.657 0.085
O -1.909 4.951 0.153 -0.276
P -2.150 6.200 1.036 0.775
O -3.324 6.832 0.053 -0.236
C -4.627 6.287 0.191 -0.302
C -5.248 6.644 1.530 -0.084
O -0.825 6.983 0.395 -0.279
C 0.231 6.284 -0.243 -0.295
C -0.022 6.177 -1.739 -0.071
O -2.419 7.595 2.023 -0.249
C -1.664 8.797 1.917 -0.283
C -1.968 9.600 0.662 -0.067
H -4.590 5.201 0.058 0.103
H -5.240 6.700 -0.617 0.124
H -4.696 6.181 2.353 0.067
H -6.286 6.300 1.580 0.083
H -5.226 7.726 1.693 0.085
H 0.394 5.303 0.218 0.094
H 1.152 6.857 -0.077 0.122
H -1.017 5.788 -1.967 0.069
H 0.723 5.530 -2.213 0.071
H 0.033 7.166 -2.202 0.082
H -0.596 8.587 2.025 0.114
H -1.935 9.410 2.785 0.123
H -1.813 9.031 -0.261 0.067
H -1.330 10.486 0.617 0.085
H -3.015 9.919 0.656 0.082
O 1.385 -5.475 0.406 -0.272
P 2.436 -6.603 0.262 0.769
O 1.637 -7.371 -0.969 -0.235
C 1.807 -6.829 -2.270 -0.302
C 3.225 -7.019 -2.778 -0.085
O 1.796 -7.445 1.552 -0.280
C 0.994 -6.820 2.539 -0.292
C -0.479 -6.909 2.170 -0.071
O 3.610 -7.863 0.101 -0.251
C 3.598 -9.059 0.873 -0.283
C 2.482 -10.020 0.492 -0.068
H 1.535 -5.769 -2.268 0.100
H 1.109 -7.350 -2.934 0.124
H 3.937 -6.448 -2.176 0.065
H 3.313 -6.685 -3.816 0.082
H 3.522 -8.072 -2.719 0.085
H 1.313 -5.786 2.715 0.100
H 1.158 -7.355 3.483 0.122
H -0.675 -6.564 1.152 0.070
H -1.089 -6.318 2.861 0.078
H -0.816 -7.948 2.212 0.081
H 3.594 -8.824 1.942 0.114
H 4.554 -9.560 0.684 0.123
H 1.485 -9.572 0.562 0.068
H 2.499 -10.897 1.145 0.085
H 2.599 -10.351 -0.545 0.081
```

Calculated values
DFT total energy ... -3290.9539 Eh
LUMO level ... -4.142 eV
Charge ... +1
Multiplicity ... 1
Strongest force on any atom ... 9.718 eV/A
Kohn-Sham gap ... 7.5 eV

=====

ORCA calculation (ωB97M-V with the def2-TZVPD basis set) on a structure of composition C18H46N6O16SZn2 in a non-equilibrium geometry.

Structure (XYZ):
```
89
Properties=species:S:1:pos:R:3:lowdin_charge:R:1
Zn 3.069 2.875 -1.114 0.633
Zn 0.718 0.939 -3.055 0.940
S 3.551 2.304 -3.545 0.166
O 4.664 2.386 -4.501 -0.317
O 3.212 3.546 -2.986 -0.375
O 2.317 1.620 -4.000 -0.393
O 3.956 1.570 -2.401 -0.401
O -0.605 -0.211 -1.973 -0.366
C -0.409 -0.150 -0.554 -0.280
C 0.848 0.846 -0.220 -0.279
O 1.324 1.799 -1.180 -0.415
H -0.236 -1.128 -0.105 0.059
H -1.332 0.214 -0.104 0.067
H 1.638 0.102 -0.117 0.076
H 0.908 1.286 0.776 0.073
C 0.347 3.997 2.299 -0.232
C 0.957 2.855 3.058 -0.242
O 1.328 3.273 4.381 -0.088
O 1.170 5.194 2.235 -0.084
H -0.531 4.376 2.823 0.129
H 0.009 3.528 1.374 0.091
H 1.886 2.463 2.644 0.094
H 0.175 2.125 3.267 0.113
H 1.356 4.232 4.402 0.065
H 1.722 5.192 1.450 0.045
C -2.593 -3.461 -2.923 -0.219
C -3.444 -2.252 -3.120 -0.290
O -2.687 -1.194 -3.552 -0.066
O -1.640 -3.378 -1.851 -0.079
H -2.098 -3.865 -3.807 0.121
H -3.258 -4.271 -2.623 0.108
H -4.123 -1.811 -2.391 0.096
H -4.119 -2.373 -3.968 0.120
H -2.292 -0.721 -2.816 0.032
H -1.407 -2.460 -1.689 0.040
O -2.828 5.304 0.671 -0.004
C -1.979 4.760 -0.060 -0.627
N -2.045 3.482 -0.278 0.168
C -0.959 5.418 -0.965 0.005
H -1.277 3.066 -0.785 0.088
H -2.630 2.948 0.348 0.119
H -0.218 5.968 -0.384 0.080
H -1.447 5.983 -1.759 0.086
H -0.395 4.666 -1.517 0.064
O -5.307 2.028 -1.033 0.043
C -5.603 0.849 -1.022 -0.582
N -4.761 -0.070 -0.504 0.145
C -6.942 0.317 -1.619 0.000
H -3.778 0.156 -0.468 0.093
H -4.933 -1.058 -0.382 0.098
H -7.448 -0.166 -0.782 0.071
H -6.634 -0.525 -2.239 0.061
H -7.570 1.039 -2.140 0.081
O 1.584 -4.137 2.912 0.038
C 0.992 -4.441 1.901 -0.627
N 0.572 -3.529 0.984 0.173
C 0.539 -5.829 1.669 -0.020
H 0.643 -2.528 1.102 0.083
H 0.297 -3.856 0.069 0.089
H -0.194 -5.964 2.465 0.087
H 1.312 -6.596 1.714 0.087
H -0.103 -6.088 0.827 0.076
O -1.466 -0.511 5.164 0.043
C -1.610 -1.359 4.302 -0.603
N -1.632 -1.096 2.965 0.160
C -1.920 -2.785 4.639 -0.015
H -1.603 -1.861 2.306 0.080
H -1.244 -0.219 2.650 0.094
H -1.201 -3.182 5.356 0.090
H -1.832 -3.472 3.797 0.060
H -2.977 -2.776 4.903 0.089
O 4.161 1.792 0.400 -0.019
C 4.466 1.189 1.367 -0.631
N 4.664 1.887 2.459 0.186
C 4.840 -0.270 1.349 0.025
H 4.566 2.892 2.428 0.124
H 4.791 1.499 3.383 0.116
H 5.010 -0.673 2.347 0.077
H 5.554 -0.568 0.581 0.093
H 3.910 -0.774 1.086 0.074
O 1.935 -1.169 -2.958 -0.016
C 2.985 -1.821 -2.824 -0.538
N 4.150 -1.177 -2.928 0.196
C 2.973 -3.321 -2.555 0.000
H 4.108 -0.176 -3.057 0.061
H 5.060 -1.571 -2.738 0.115
H 3.231 -3.405 -1.499 0.072
H 3.785 -3.893 -3.004 0.071
H 2.028 -3.823 -2.760 0.080
```

Calculated values
DFT total energy ... -6202.7849 Eh
LUMO level (alpha / beta) ... 1.870 / 1.865 eV
Charge ... -1
Expectation value of S² ... 0.751
Multiplicity ... 2
Strongest force on any atom ... 6.466 eV/A
Kohn-Sham gap (alpha / beta) ... 4.2 / 8.4 eV